No. 1
A molecular structure, C42H33AsCaFN4O4. Source: the OMol25 dataset; level of theory: ωB97M-V with the def2-TZVPD basis set.

Each line ends with the Mulliken charge.
CARTESIAN COORDINATES (ANGSTROEM)
As 0.6860 0.2749 3.4357  1.7810
Ca -0.4105 -0.4273 0.1946  1.8987
F -3.6699 -6.3472 -2.4800  -0.3476
O -2.3565 0.8530 -0.0772  -0.6618
O -1.5395 -2.0697 -0.9970  -1.2325
O -0.0073 -0.7954 2.3452  -0.8854
O -0.8882 0.9076 -1.7235  -0.6483
N 3.8970 -0.0117 -1.3526  0.3680
N 8.8390 4.0095 -3.6734  -0.4568
N -4.6375 -1.0280 -3.4703  0.1098
N 1.9496 -0.6245 -0.5103  0.0490
C -2.4964 -1.7530 -1.7586  2.1041
C -4.9522 -4.6897 -3.5282  -0.7275
C -4.4023 -2.3751 -3.2205  -0.7490
C 2.8339 2.0760 2.5061  -0.3535
C -2.7634 2.4553 5.7113  -0.4308
C 1.8538 -0.6244 4.6393  0.1327
C -5.7659 -0.5833 -4.3437  0.5474
C 2.1173 -1.8716 6.6743  -0.7397
C 7.2227 1.1460 -2.4877  -1.0562
C 2.4926 3.7038 0.7633  -0.5298
C 0.6729 2.2995 1.4691  -0.6630
C -3.3402 -2.7512 -2.3822  0.1519
C 3.1774 -0.8952 4.2997  -0.2112
C -2.8461 -0.3957 -2.0185  0.6786
C -1.4895 2.4458 6.2635  -0.6920
C 4.6555 2.1567 -2.1669  -0.2973
C 6.9521 2.4737 -2.7998  0.4083
C -3.8859 -5.0409 -2.6986  0.1226
C 3.9559 -1.3800 -1.1481  -0.0145
C 3.9716 -1.6363 5.1601  -0.7792
C 8.0015 3.3255 -3.2871  0.0015
C 5.6641 2.9751 -2.6393  -1.1529
C -1.9881 1.1295 3.8609  -0.3605
C -5.4588 0.7350 -5.0417  -1.7638
C 6.2153 0.3256 -2.0114  -0.5070
C 2.7512 -1.7382 -0.6404  -1.3564
C -0.7137 1.1242 4.4172  0.1418
C 2.6665 0.3819 -0.9446  -0.5492
C -6.0767 -1.6670 -5.3622  -0.9602
C 1.1640 3.3128 0.6586  -0.9810
C 1.3175 -1.1280 5.8195  -0.4839
C -6.3809 -2.9802 -4.6701  -0.9996
C -3.8836 -0.1022 -2.8464  -0.1437
C -5.2290 -3.3725 -3.7926  1.0951
C 4.9318 0.8309 -1.8485  1.5950
C 3.4432 -2.1181 6.3502  -0.4375
C -3.0814 -4.1088 -2.1222  -1.0442
C 1.5122 1.6637 2.3851  0.5008
C -0.4588 1.7824 5.6157  -0.2798
C 3.3230 3.0885 1.6888  -0.7519
C -3.0125 1.8003 4.5136  -0.7216
C -2.0257 0.6297 -1.2751  -0.8930
H 6.4484 -0.6984 -1.7628  0.3028
H 0.4961 3.7946 -0.0433  0.4151
H -6.6325 -0.4585 -3.6866  0.1147
H -4.4600 0.7233 -5.4804  0.3984
H 5.4522 4.0042 -2.8937  0.4500
H -5.5578 -5.4781 -3.9569  0.5172
H 3.4931 1.6406 3.2432  0.6143
H 3.5887 -0.5696 3.3538  0.4479
H -6.5844 -3.7726 -5.3898  0.4539
H 3.6586 2.5595 -2.0680  0.4795
H 4.8184 -1.9659 -1.4014  0.3985
H -6.1763 0.8721 -5.8498  0.4303
H 4.3528 3.4048 1.7908  0.4664
H 4.0635 -2.6964 7.0218  0.3956
H -3.5658 2.9742 6.2187  0.4013
H 8.2233 0.7573 -2.6146  0.4606
H -2.1928 0.6095 2.9330  0.3777
H 2.4136 -2.7227 -0.3647  0.5427
H 4.9995 -1.8447 4.8959  0.4137
H -4.1485 0.9248 -3.0416  0.5728
H 1.7003 -2.2603 7.5934  0.4060
H -6.9253 -1.3346 -5.9600  0.3886
H -5.5472 1.6022 -4.3899  0.4791
H -5.2261 -1.7760 -6.0416  0.3431
H -1.2969 2.9540 7.1987  0.4018
H 2.3424 1.4075 -0.9801  0.1904
H -2.2601 -4.3814 -1.4764  0.5602
H 0.5322 1.7820 6.0555  0.4454
H -7.2832 -2.8699 -4.0599  0.3208
H -4.0051 1.8056 4.0840  0.4286
H -0.3862 2.0614 1.3887  0.6283
H 0.2841 -0.9450 6.0881  0.4389
H 2.8742 4.5044 0.1426  0.4915

HOMO level in eV: -10.49
Total charge: +1
Energy relative to the best compared isomer or geometry (same formula, charge and spin) in kcal/mol: 1.5



No. 2
A molecular structure, C42H33BiF5N8OTe. Source: the OMol25 dataset; level of theory: ωB97M-V with the def2-TZVPD basis set.

Each line ends with the Mulliken charge.
CARTESIAN COORDINATES (ANGSTROEM)
Bi -0.5922 -0.4008 -0.1383  2.7448
Te 3.0093 3.1969 2.6201  1.7470
F 2.0889 1.7790 3.6635  -0.6229
F 2.9188 4.0883 4.2489  -0.3935
F 4.7052 2.5255 3.3503  -0.5282
F 3.5213 4.9688 1.9840  -0.5131
F 1.1507 3.8302 2.3788  -0.5776
O 1.1011 1.2754 -0.7268  -0.5266
N -1.4095 -0.3978 2.2396  1.0977
N 0.4299 -2.3920 -1.8824  0.2107
N -1.3530 1.8344 0.2081  0.8112
N -2.3010 -2.1673 -0.1967  0.6129
N 2.3443 1.6002 -0.4667  0.1518
N 1.3728 -0.1171 1.6556  0.7585
N 0.2947 -4.2520 -3.0928  -0.0233
N -2.1434 0.0936 -1.6645  0.3055
C -3.1212 -0.8243 -2.0059  0.4102
C 2.6649 -0.1269 1.3260  0.6120
C 0.9657 -0.7811 2.7405  -0.1969
C -1.2840 4.0092 1.1696  -1.1784
C -4.1538 -4.1587 -0.6297  -0.8276
C -5.0943 -2.8406 -2.5088  -1.0162
C 1.5744 -4.2426 -2.5688  0.3001
C 1.6466 -3.0684 -1.8171  -0.2825
C 3.8966 -3.5986 -1.2764  -0.9446
C -1.8402 2.3575 -0.9549  0.1996
C -3.2569 -4.2644 0.3955  -1.0205
C -5.0699 -1.6715 -3.2089  -1.0533
C -1.7073 4.5640 -0.0010  -1.0478
C -4.1112 -0.6687 -2.9576  -0.8826
C 3.1513 -1.6180 3.1388  -1.5213
C -0.7625 -0.6686 4.5171  -1.0536
C -1.9838 3.7429 -1.1203  1.3516
C -0.4565 -0.6182 3.1676  0.9091
C -3.7238 0.1321 1.5953  -1.1413
C -2.3960 4.2503 -2.3757  -0.9979
C -2.5263 1.9877 -3.2238  -0.2857
C 3.7987 -4.7893 -2.0162  -0.4551
C -2.6824 -0.2186 2.6170  0.5789
C -2.1918 1.4497 -2.0045  -0.5728
C 4.0928 3.1280 -0.9290  -0.8192
C 2.7545 2.7867 -0.9833  0.5482
C 1.7106 3.6427 -1.6053  -1.0670
C 3.1768 0.8294 0.2955  0.7248
C 5.0071 2.2424 -0.4016  -0.9483
C 4.5357 1.1041 0.2221  -0.8383
C -2.3361 -3.2231 0.5814  -0.5670
C 2.6381 -5.1323 -2.6774  -1.1708
C -3.1767 -2.0351 -1.2283  -0.0669
C 3.5845 -0.8792 2.0600  -0.8513
C -4.1504 -3.0257 -1.4738  1.1439
C -2.6312 3.3855 -3.4019  -1.1369
C -0.3233 -3.1307 -2.6542  -0.7506
C 1.8184 -1.5655 3.4998  -0.9212
C 2.8320 -2.7304 -1.1669  0.2087
C -1.0677 2.6199 1.2195  -0.3258
C -3.0496 -0.3061 3.9556  -1.0565
C -2.0824 -0.5254 4.9134  -1.0139
H 4.6548 -5.4470 -2.0723  0.3989
H -4.8931 -4.9320 -0.7978  0.4578
H -0.0931 -4.9338 -3.7216  0.2211
H 4.8329 -3.3610 -0.7896  0.4578
H 2.5637 -6.0439 -3.2542  0.4044
H 1.1984 3.1153 -2.4103  0.2503
H -1.0414 4.6057 2.0343  0.5044
H 3.8558 -2.2042 3.7121  0.4596
H 1.4546 -2.1272 4.3468  0.6492
H 0.0219 -0.7734 5.2503  0.6546
H -3.3506 0.0901 0.5776  -0.1621
H 2.9121 -1.8097 -0.6073  0.8142
H -2.5022 5.3188 -2.5065  0.4603
H -2.9154 3.7642 -4.3744  0.4180
H 4.3975 4.0849 -1.3264  0.4667
H -4.5840 -0.5320 1.6866  0.5184
H -2.6961 1.3465 -4.0744  0.7077
H -1.8182 5.6372 -0.0939  0.4481
H -3.2547 -5.1131 1.0632  0.4782
H 4.6329 -0.8890 1.8175  0.5672
H -5.8013 -1.4949 -3.9860  0.4356
H 5.2399 0.4566 0.7138  0.4168
H -4.0869 -0.1714 4.2289  0.5794
H 0.9631 3.8942 -0.8502  0.0070
H -5.8293 -3.6076 -2.7091  0.4732
H -2.3445 -0.5649 5.9618  0.4488
H -4.0746 1.1495 1.7798  0.3446
H 6.0645 2.4606 -0.4131  0.4547
H -4.1846 0.2476 -3.5154  0.6094
H -1.3384 -2.8936 -2.9329  0.4854
H -0.6058 2.1738 2.0907  0.3540
H -1.6158 -3.2560 1.3922  0.4765
H 2.1628 4.5569 -1.9806  0.5093

HOMO level in eV: -10.24
Total charge: +1
Energy relative to the best compared isomer or geometry (same formula, charge and spin) in kcal/mol: 36.8



| no. | HOMO-LUMO gap (hartree) |
| --- | --- |
| 1 | 0.30798 |
| 2 | 0.26338 |